(1)
Entry from the OMol25 dataset: a gas-phase ion, C4H7N2O (charge +1) at a distorted geometry (ωB97M-V/def2-TZVPD).

```
14
Properties=species:S:1:pos:R:3:forces:R:3
C 1.038464 -0.601600 -0.332059 -0.45 -1.82 -0.51
C -0.048023 -1.271325 0.485483 2.61 -0.98 2.01
N -1.087107 -0.350282 0.697361 -1.85 1.27 0.74
N -1.758731 0.141724 -0.585265 0.19 0.71 -0.67
C -0.914579 0.835532 0.163181 1.67 1.15 -0.55
C 0.567788 1.640456 0.108567 -2.52 -1.79 1.09
O 1.411499 0.565514 0.303699 0.69 1.37 0.38
H 1.845980 -1.313933 -0.410101 0.62 0.26 0.07
H 0.617815 -0.493851 -1.344862 0.40 0.54 0.09
H -0.393112 -2.070037 -0.051900 -1.30 -2.17 -1.40
H 0.270370 -1.747463 1.468295 -0.17 1.11 -1.01
H -2.772871 0.195996 -0.648015 -0.05 -0.02 0.57
H 0.672076 2.159835 -0.814388 -0.16 0.26 -0.96
H 0.550430 2.309436 0.960000 0.33 0.11 0.14
```
Forces are in eV/Å.

Properties
HOMO: -15.5 eV
F_max: 3.44 eV Å⁻¹
ΔE to the lowest compared entry with this formula, charge and spin: 573.82 kJ/mol
net charge: +1
Kohn-Sham gap: 9.2 eV
molecular weight: 99.1 Da
structure (SMILES): C1CN2[NH+]=C2CO1
E_tot: -340.9177 Ha

***

(2)
Entry from the OMol25 dataset: a gas-phase ion, C4H7N2O (charge +1) at a distorted geometry (ωB97M-V/def2-TZVPD).

```
14
Properties=species:S:1:pos:R:3:forces:R:3
C 0.137646 -2.593040 -1.118771 0.64 -0.88 -0.33
C 0.120388 -1.263126 -0.506071 -2.11 2.42 0.19
N -0.323059 -0.141482 -0.372673 0.85 -2.52 0.07
C -0.043482 0.849365 0.526585 2.37 -0.39 1.22
C -0.517072 2.227864 0.444927 -0.15 -1.20 -0.51
N 0.985191 0.484759 1.302776 -1.85 -0.61 -2.22
O 1.553642 -0.614612 1.224162 0.07 -2.04 -0.62
H -0.726375 -2.749313 -1.937793 2.08 0.82 1.81
H 0.038301 -3.434293 -0.346313 0.18 1.36 -0.95
H 1.207681 -2.590293 -1.527275 -1.54 -0.70 0.00
H -0.652741 2.731956 1.348212 -0.61 0.39 1.62
H -1.372929 2.141830 -0.148320 -1.79 0.50 -0.53
H 0.141022 2.817350 -0.103032 1.47 0.98 -1.18
H 1.446550 1.090168 1.914785 0.41 1.86 1.41
```
Forces are in eV/Å.

Properties
HOMO (alpha / beta): -14.0 / -14.0 eV
F_max: 3.22 eV Å⁻¹
ΔE to the lowest compared entry with this formula, charge and spin: 439.66 kJ/mol
net charge: +1
Kohn-Sham gap (alpha / beta): 8.8 / 8.8 eV
molecular weight: 99.1 Da
structure (SMILES): CC#[N+]/C(C)=[NH+]\[O-]
E_tot: -340.9688 Ha